Formula: C84H168O27S6
Source: OMol25
Level of theory: wB97M-V/def2-TZVPD

The maximum force is 4.1 eV/Å. The net charge is 0. The calculation puts the gap between HOMO and LUMO at 9.35 eV. For the total energy, the calculation gives -210113.5700 eV. As for the LUMO energy: 0.448 eV. As for the HOMO energy: -8.9 eV.

Geometry as XYZ:
```
285
Properties=species:S:1:pos:R:3:mulliken_charge:R:1
C -5.948 -3.150 1.360 -0.67
C -4.510 -2.598 1.084 1.40
C -4.704 -1.124 1.390 0.95
O -6.134 -0.824 1.382 -0.52
C -6.820 -1.984 1.932 -0.52
H -5.966 -4.080 1.893 0.46
H -6.411 -3.306 0.332 0.27
H -4.142 -2.801 0.074 -0.67
H -3.741 -3.076 1.748 -0.65
H -4.283 -0.318 0.764 -0.24
H -4.458 -0.946 2.448 -0.23
H -7.889 -2.025 1.730 0.42
H -6.785 -2.022 3.053 0.11
C 0.661 -0.509 -7.895 -0.87
C -0.296 0.534 -7.330 0.14
C -0.965 -0.254 -6.209 0.49
O 0.052 -1.030 -5.629 -0.02
C 1.146 -1.184 -6.591 -0.18
H 1.538 -0.105 -8.418 0.34
H 0.180 -1.299 -8.432 0.38
H -0.915 1.012 -8.099 0.47
H 0.310 1.247 -6.800 -0.41
H -1.837 -0.826 -6.731 -0.06
H -1.435 0.358 -5.486 -0.30
H 1.343 -2.202 -6.663 0.35
H 2.035 -0.691 -6.227 -0.02
C -0.786 6.310 3.746 -0.78
C -0.729 4.942 3.022 1.49
C -2.073 4.971 2.264 1.36
O -2.843 6.085 2.742 -0.44
C -2.312 6.438 4.016 -0.31
H -0.463 7.055 3.019 0.33
H -0.154 6.317 4.606 0.45
H -0.780 4.113 3.673 -0.82
H 0.114 4.817 2.368 -0.44
H -2.706 4.043 2.315 -0.79
H -1.971 5.177 1.169 -0.43
H -2.547 5.642 4.751 0.09
H -2.782 7.436 4.357 0.30
C 4.338 3.875 4.405 -0.81
C 3.605 2.969 3.485 1.00
C 2.989 1.999 4.551 0.39
O 4.023 1.852 5.565 -0.31
C 4.897 2.954 5.467 -0.56
H 3.617 4.433 4.910 0.33
H 5.080 4.501 3.966 0.42
H 4.396 2.419 2.933 -0.11
H 2.939 3.412 2.764 -0.75
H 2.766 1.054 4.062 -0.90
H 2.137 2.397 4.996 0.85
H 5.914 2.515 5.147 0.23
H 5.108 3.298 6.569 0.24
C 5.398 -0.557 1.011 -1.07
C 5.241 -2.025 0.788 2.45
C 5.418 -2.595 2.220 -1.24
O 4.728 -1.654 3.022 -0.42
C 4.785 -0.375 2.393 1.30
H 5.035 0.109 0.282 0.56
H 6.420 -0.322 1.223 0.23
H 5.977 -2.517 0.162 0.01
H 4.200 -2.154 0.410 -1.39
H 6.527 -2.550 2.539 0.09
H 5.052 -3.581 2.361 0.51
H 5.288 0.328 3.024 0.21
H 3.740 0.061 2.305 -1.10
C 2.844 -2.302 -3.468 2.09
C 3.148 -3.469 -4.427 -0.32
C 4.642 -3.269 -4.647 -0.93
O 5.211 -2.556 -3.533 -0.45
C 4.077 -2.211 -2.665 1.52
H 1.904 -2.444 -2.833 -0.83
H 2.745 -1.415 -4.116 -0.77
H 2.685 -3.458 -5.402 0.21
H 2.904 -4.396 -3.846 0.32
H 4.888 -2.669 -5.487 0.37
H 5.161 -4.218 -4.823 0.34
H 4.291 -1.184 -2.294 -0.22
H 4.068 -2.893 -1.760 -1.36
C 0.460 -3.067 2.236 1.33
C 1.779 -3.851 1.956 1.79
C 1.478 -5.285 2.492 -0.75
O 0.039 -5.467 2.332 -0.54
C -0.541 -4.192 2.576 1.03
H 0.132 -2.555 1.294 -0.84
H 0.512 -2.352 3.031 -0.43
H 2.670 -3.525 2.487 -0.61
H 2.038 -3.846 0.894 -0.81
H 1.860 -5.313 3.587 0.15
H 2.043 -6.077 1.995 0.44
H -0.806 -4.131 3.703 -0.31
H -1.455 -4.152 2.043 -0.53
C 9.537 -2.592 -2.612 -0.36
C 9.053 -1.191 -2.585 -0.62
C 8.082 -1.142 -1.448 0.58
O 8.309 -2.402 -0.710 -0.34
C 9.584 -2.881 -1.158 -0.53
H 10.422 -2.699 -3.199 0.48
H 8.722 -3.204 -3.065 0.02
H 8.632 -0.799 -3.502 0.31
H 9.954 -0.631 -2.366 0.31
H 7.032 -1.196 -1.747 -0.47
H 8.238 -0.310 -0.685 0.13
H 9.624 -3.946 -0.859 0.31
H 10.429 -2.357 -0.652 0.25
C -4.557 -3.345 -5.912 -0.62
C -4.427 -2.688 -4.478 0.23
C -4.810 -3.836 -3.564 -0.01
O -4.406 -4.966 -4.346 -0.36
C -4.959 -4.791 -5.620 -0.58
H -3.568 -3.621 -6.417 0.15
H -5.265 -2.826 -6.495 0.39
H -4.940 -1.817 -4.306 0.65
H -3.337 -2.583 -4.257 -0.49
H -5.886 -3.857 -3.413 0.36
H -4.253 -3.774 -2.641 -0.38
H -6.078 -4.794 -5.649 0.24
H -4.565 -5.489 -6.321 0.41
C 4.596 2.197 -4.143 -0.32
C 4.355 3.127 -5.427 -0.74
C 3.200 2.313 -6.122 -0.66
O 2.781 1.233 -5.358 0.02
C 3.225 1.452 -4.012 1.71
H 4.814 2.649 -3.161 0.31
H 5.407 1.548 -4.418 0.38
H 5.285 3.167 -6.080 0.34
H 4.017 4.091 -5.143 0.14
H 3.573 2.005 -7.148 0.30
H 2.346 2.930 -6.391 0.36
H 3.282 0.522 -3.453 -1.23
H 2.415 2.057 -3.487 -0.66
C -0.914 3.742 -5.164 -1.01
C -1.574 4.806 -4.181 0.08
C -0.881 4.501 -2.851 0.75
O -0.214 3.200 -3.013 0.33
C -0.755 2.622 -4.164 1.16
H 0.140 3.972 -5.338 0.19
H -1.512 3.446 -6.009 0.48
H -2.611 4.551 -4.085 -0.70
H -1.450 5.840 -4.549 0.45
H -1.609 4.502 -2.043 -0.61
H -0.118 5.266 -2.619 0.07
H -1.728 2.171 -3.914 -0.88
H -0.102 1.862 -4.584 -0.48
C 5.574 -5.983 0.637 -0.97
C 6.797 -5.657 -0.351 -0.41
C 6.081 -5.311 -1.658 0.35
O 4.790 -5.914 -1.618 -0.54
C 4.372 -5.673 -0.246 0.77
H 5.737 -5.399 1.498 0.39
H 5.551 -7.053 0.902 0.33
H 7.482 -6.510 -0.503 0.35
H 7.409 -4.852 0.038 0.09
H 6.511 -5.660 -2.642 0.42
H 5.929 -4.227 -1.742 -0.50
H 3.515 -6.275 -0.181 0.45
H 4.115 -4.575 -0.089 -0.71
C -6.614 3.946 3.487 -0.76
C -6.461 2.444 3.035 -0.60
C -5.299 2.512 2.095 1.22
O -5.482 3.739 1.440 0.24
C -6.206 4.711 2.258 -0.27
H -5.942 4.123 4.345 0.18
H -7.604 4.341 3.732 0.40
H -7.294 2.223 2.442 0.37
H -6.297 1.810 3.862 0.42
H -5.298 1.732 1.294 -0.97
H -4.376 2.431 2.618 -0.62
H -7.125 5.077 1.690 0.36
H -5.477 5.534 2.581 0.06
C -4.363 -4.867 7.204 -0.63
C -4.041 -5.326 5.793 -0.74
C -4.123 -4.048 4.993 0.90
O -4.790 -3.046 5.735 -0.36
C -4.412 -3.323 7.081 -0.06
H -3.491 -5.128 7.870 0.29
H -5.250 -5.216 7.590 0.28
H -4.669 -6.088 5.308 0.33
H -3.008 -5.673 5.659 0.26
H -4.690 -4.176 4.086 -0.05
H -3.061 -3.701 4.738 -0.39
H -5.070 -2.833 7.829 0.40
H -3.440 -2.850 7.270 -0.16
C -4.346 6.677 -0.599 0.27
C -3.297 7.215 -1.597 -0.19
C -4.060 7.221 -2.888 -0.38
O -5.064 6.215 -2.857 -0.52
C -5.247 5.807 -1.480 0.18
H -4.887 7.565 -0.185 0.26
H -4.024 6.109 0.231 -0.40
H -2.393 6.565 -1.629 -0.39
H -2.995 8.151 -1.306 0.69
H -3.416 6.931 -3.718 0.25
H -4.505 8.185 -3.131 0.28
H -4.995 4.725 -1.248 -0.29
H -6.325 5.893 -1.258 0.33
C -1.597 -6.041 -3.216 -0.67
C -2.133 -6.420 -1.836 -0.73
C -1.290 -5.755 -0.732 -0.64
S -0.990 -4.160 -1.428 0.70
O 0.231 -3.553 -0.983 -0.21
O -2.176 -3.380 -1.378 -0.46
C -0.922 -4.658 -3.149 -0.20
H -2.356 -6.108 -3.966 0.20
H -0.925 -6.892 -3.367 0.40
H -2.187 -7.504 -1.679 0.58
H -3.226 -6.080 -1.655 0.09
H -0.324 -6.269 -0.412 0.35
H -1.830 -5.609 0.190 0.31
H 0.136 -4.670 -3.453 -0.02
H -1.393 -3.879 -3.724 0.04
C 3.038 3.921 -1.235 1.47
C 3.376 4.592 0.082 0.18
C 2.852 6.046 -0.004 -0.87
S 2.927 6.497 -1.778 1.25
O 4.012 7.439 -1.958 -0.77
O 1.598 6.894 -2.271 -0.67
C 3.348 4.902 -2.350 -0.35
H 2.013 3.606 -1.147 -0.61
H 3.698 3.053 -1.391 -0.45
H 4.455 4.602 0.193 0.51
H 3.003 4.085 0.932 -0.77
H 3.476 6.761 0.509 0.62
H 1.780 6.175 0.290 0.14
H 4.412 4.932 -2.657 0.52
H 2.725 4.733 -3.222 -0.12
C -2.928 -0.472 5.140 0.30
C -2.459 -0.317 6.596 0.08
C -2.081 1.164 6.839 -1.03
S -1.543 1.777 5.300 1.06
O -0.076 1.914 5.382 -0.60
O -2.338 2.901 4.877 -0.68
C -1.924 0.274 4.328 1.29
H -3.936 -0.044 5.002 0.38
H -3.018 -1.497 4.817 -0.34
H -1.554 -0.928 6.806 -0.45
H -3.228 -0.621 7.329 0.66
H -1.153 1.284 7.550 0.29
H -2.916 1.801 7.189 0.34
H -0.988 -0.254 4.294 -0.59
H -1.993 0.619 3.243 -0.87
C -0.129 -0.206 -1.328 0.80
C -1.549 0.226 -0.685 0.40
C -1.233 1.435 0.100 1.25
S 0.375 1.136 0.839 -0.07
O 0.105 0.476 2.126 0.83
O 1.104 2.417 0.817 0.00
C 1.040 -0.075 -0.311 -0.50
H 0.095 0.655 -2.000 -0.67
H -0.241 -1.187 -1.809 0.09
H -2.037 -0.562 -0.110 -0.36
H -2.190 0.486 -1.542 -0.43
H -1.955 1.605 0.933 -0.19
H -1.103 2.257 -0.656 -1.33
H 1.390 -0.951 0.159 -0.52
H 1.861 0.406 -0.763 0.77
C -6.733 2.906 -4.032 -1.23
C -7.278 1.784 -3.088 -0.68
C -6.219 1.677 -1.987 -0.60
S -4.557 1.898 -2.838 0.55
O -4.219 0.736 -3.627 -0.63
O -3.519 2.374 -1.947 0.18
C -5.244 3.137 -4.003 -0.01
H -7.233 3.819 -3.810 0.40
H -7.050 2.729 -5.052 0.34
H -7.396 0.822 -3.559 0.31
H -8.265 2.091 -2.728 0.39
H -6.247 0.736 -1.411 0.43
H -6.313 2.465 -1.263 0.06
H -4.663 2.953 -4.890 0.75
H -4.939 4.111 -3.585 -0.42
C 3.016 -1.186 7.664 -1.00
C 3.590 -1.356 6.220 -0.50
C 2.409 -1.411 5.214 0.85
S 1.270 -2.571 5.955 1.26
O 1.700 -3.937 5.812 -0.76
O -0.108 -2.226 5.650 -0.48
C 1.631 -1.920 7.628 -0.57
H 2.968 -0.166 7.930 0.48
H 3.649 -1.701 8.361 0.30
H 4.274 -2.230 5.986 0.40
H 4.161 -0.442 6.080 0.19
H 2.664 -1.727 4.131 -0.25
H 1.959 -0.496 5.251 -0.65
H 1.477 -2.806 8.309 0.52
H 0.735 -1.287 7.796 0.10
```